# 1
{"formula": "C19H52O10", "method": "ωB97M-V with the def2-TZVPD basis set", "lumo_ha": 0.0196, "smiles": "CC(C)COC(=O)O.CCO.CCO.CCO.CCO.CCO.CCO.CCO", "charge": 0, "elements": ["C", "C", "C", "C", "O", "C", "O", "O", "H", "H", "H", "H", "H", "H", "H", "H", "H", "H", "C", "C", "O", "H", "H", "H", "H", "H", "H", "C", "C", "O", "H", "H", "H", "H", "H", "H", "C", "C", "O", "H", "H", "H", "H", "H", "H", "C", "C", "O", "H", "H", "H", "H", "H", "H", "C", "C", "O", "H", "H", "H", "H", "H", "H", "C", "C", "O", "H", "H", "H", "H", "H", "H", "C", "C", "O", "H", "H", "H", "H", "H", "H"], "coordinates": [[2.3343, 0.9602, -1.7638], [1.7845, 2.1243, -2.7663], [1.8142, 3.5838, -2.0401], [0.2632, 1.6629, -3.1265], [-0.4171, 1.5354, -1.8344], [-1.7208, 1.0122, -1.9792], [-1.9904, -0.1353, -1.5309], [-2.7863, 1.7507, -2.5723], [3.4768, 0.9916, -1.7262], [1.8454, 1.0842, -0.7345], [1.9976, -0.0302, -2.2577], [2.3590, 2.1348, -3.7590], [2.0425, 4.4190, -2.7861], [2.6113, 3.5092, -1.1945], [0.7666, 3.8030, -1.6083], [-0.2526, 2.4082, -3.8320], [0.3905, 0.6421, -3.6564], [-3.2769, 2.1771, -1.8214], [-0.0336, 1.9719, 2.5550], [-1.5110, 1.6929, 2.3642], [-1.9566, 2.2338, 1.1258], [0.1585, 3.0480, 2.5365], [0.3207, 1.5662, 3.5058], [0.5518, 1.5287, 1.7433], [-2.0935, 2.1551, 3.1636], [-1.7096, 0.6166, 2.3697], [-1.4421, 1.8134, 0.4220], [5.1707, 3.2074, 2.5863], [4.1368, 3.0002, 1.4974], [4.3191, 3.9548, 0.4576], [5.0945, 4.2161, 3.0004], [5.0377, 2.4836, 3.3939], [6.1827, 3.1033, 2.1839], [3.1289, 3.1264, 1.8985], [4.2154, 1.9951, 1.0702], [5.2089, 3.8321, 0.1014], [-3.8569, 5.7554, 1.1881], [-2.4010, 6.1249, 1.3942], [-1.6412, 4.9669, 1.7132], [-4.2649, 5.2881, 2.0880], [-4.4539, 6.6385, 0.9474], [-3.9605, 5.0290, 0.3767], [-2.2996, 6.8335, 2.2192], [-1.9826, 6.5832, 0.4920], [-1.7281, 4.3463, 0.9760], [-4.1839, -1.5231, 2.0383], [-5.2189, -1.7281, 0.9497], [-5.0315, -0.7779, -0.0902], [-4.2554, -0.5128, 2.4502], [-4.3203, -2.2447, 2.8474], [-3.1725, -1.6325, 1.6362], [-6.2263, -1.5966, 1.3503], [-5.1448, -2.7344, 0.5244], [-4.1403, -0.9060, -0.4461], [5.0817, 0.6775, -7.1601], [3.9275, 1.4152, -6.5112], [4.2383, 1.7202, -5.1561], [5.2985, -0.2472, -6.6190], [4.8531, 0.4323, -8.2000], [5.9920, 1.2835, -7.1337], [3.0265, 0.7983, -6.5201], [3.7128, 2.3483, -7.0416], [5.0310, 2.2729, -5.1558], [-2.1446, -4.3296, 2.6288], [-1.2811, -5.5499, 2.8792], [-0.5949, -5.4193, 4.1195], [-1.5332, -3.4237, 2.6134], [-2.6737, -4.4146, 1.6765], [-2.8795, -4.2046, 3.4296], [-0.5352, -5.6588, 2.0895], [-1.8887, -6.4601, 2.9080], [-1.2612, -5.3325, 4.8136], [0.0035, -9.2214, 2.4219], [-1.0324, -9.4238, 1.3339], [-0.8455, -8.4715, 0.2934], [-0.0664, -8.2119, 2.8351], [-0.1331, -9.9438, 3.2302], [1.0147, -9.3315, 2.0190], [-2.0394, -9.2915, 1.7353], [-0.9602, -10.4293, 0.9073], [0.0432, -8.5999, -0.0631]]}

=====

# 2
{"formula": "C12H16F9NiO7", "method": "ωB97M-V with the def2-TZVPD basis set", "lumo_ha": [-0.2408, -0.2664], "multiplicity": 3, "charge": 1, "relative_energy_ev": 0.5377, "elements": ["Ni", "O", "H", "C", "C", "O", "C", "O", "C", "F", "F", "F", "H", "H", "H", "H", "H", "C", "C", "O", "C", "O", "C", "F", "F", "F", "H", "H", "H", "H", "H", "C", "C", "O", "C", "O", "C", "F", "F", "F", "H", "H", "H", "H", "H"], "coordinates": [[-1.1446, 1.3991, 3.6800], [-0.9880, 1.2324, 1.9075], [-1.0392, 0.8669, 1.0141], [2.8567, -0.2826, 1.8448], [2.0462, 0.5119, 0.8106], [2.8859, 0.6043, -0.3516], [2.6464, -0.2501, -1.3437], [1.9670, -1.2279, -1.2986], [3.4898, 0.0776, -2.5909], [2.7678, 0.6501, -3.5456], [4.4847, 0.9219, -2.2369], [4.0682, -1.0192, -3.0793], [2.7666, -1.3202, 1.5082], [2.4424, -0.2485, 2.8510], [3.9111, -0.0348, 1.7641], [1.8317, 1.5087, 1.1906], [1.1246, 0.0068, 0.5314], [0.2526, -3.5806, 0.8804], [-0.4235, -2.4686, 1.6306], [-0.6389, -2.8952, 2.9863], [-1.1755, -2.0729, 3.8286], [-1.5115, -0.9370, 3.5707], [-1.2338, -2.6112, 5.2697], [-0.9715, -3.8982, 5.3563], [-0.3087, -1.9218, 5.9569], [-2.4347, -2.3356, 5.7831], [-0.3936, -4.4279, 0.6491], [1.0784, -3.9024, 1.5169], [0.6538, -3.3091, -0.0950], [-1.3229, -2.0492, 1.1737], [0.2252, -1.5877, 1.6209], [-1.1556, 1.1751, -1.2978], [-0.9152, 1.9357, -2.5884], [-2.0943, 2.6581, -2.9358], [-2.4077, 2.8870, -4.1969], [-1.8405, 2.3829, -5.1247], [-3.5461, 3.9318, -4.3772], [-3.0765, 5.0793, -3.8108], [-3.8090, 4.1680, -5.6621], [-4.6863, 3.5857, -3.7644], [-1.4562, 1.8843, -0.5226], [-0.1773, 0.7586, -1.0536], [-1.9099, 0.4018, -1.4184], [-0.8049, 1.1820, -3.3746], [-0.0330, 2.5703, -2.6566]]}

=====

# 3
{"formula": "C19H36NbO8S2", "method": "ωB97M-V with the def2-TZVPD basis set", "lumo_ha": 0.0679, "charge": -1, "elements": ["C", "C", "C", "C", "C", "C", "C", "C", "C", "Nb", "C", "C", "C", "C", "C", "C", "H", "H", "H", "H", "H", "H", "H", "H", "H", "H", "H", "H", "H", "H", "H", "H", "H", "H", "H", "H", "H", "H", "H", "H", "H", "H", "H", "H", "C", "C", "O", "S", "O", "O", "O", "H", "H", "H", "H", "C", "C", "O", "S", "O", "O", "O", "H", "H", "H", "H"], "coordinates": [[3.0692, -3.8904, 0.3778], [2.2700, -2.9554, -0.5371], [1.6034, -1.7960, 0.2254], [1.3998, -0.5160, -0.6237], [-0.0685, -0.0644, -0.6558], [-0.3573, 1.0476, 0.3604], [-1.7839, 1.1061, 0.9087], [-2.3250, -0.2021, 1.4953], [-3.7727, -0.5775, 1.0675], [-4.1561, -1.1534, -1.0997], [-5.7732, -2.7372, -0.8710], [-5.5277, -4.0565, -0.4627], [-6.5556, -4.9797, -0.2989], [-7.8732, -4.6170, -0.5538], [-8.1581, -3.3210, -0.9693], [-7.1175, -2.4098, -1.1262], [3.9366, -4.2906, -0.1373], [3.4350, -3.3644, 1.2525], [2.4437, -4.7117, 0.7096], [1.4899, -3.5258, -1.0289], [2.9110, -2.5406, -1.3096], [0.6429, -2.1417, 0.5925], [2.2119, -1.5510, 1.0888], [1.7116, -0.7647, -1.6341], [2.0409, 0.2743, -0.2472], [-0.2863, 0.3257, -1.6453], [-0.7124, -0.9241, -0.5293], [0.3519, 0.9557, 1.1854], [-0.1675, 1.9918, -0.1441], [-2.4543, 1.4920, 0.1483], [-1.7823, 1.8470, 1.7084], [-1.6639, -1.0379, 1.2813], [-2.3262, -0.0852, 2.5820], [-4.3993, 0.2569, 1.3806], [-4.0338, -1.4483, 1.6716], [-2.8148, -2.4294, -0.9109], [-4.2572, -1.4890, -2.9183], [-5.4837, 0.1269, -1.1960], [-3.0306, 0.1153, -1.7733], [-4.5094, -4.3540, -0.2673], [-6.3331, -5.9877, 0.0160], [-8.6831, -5.3202, -0.4376], [-9.1786, -3.0418, -1.1753], [-7.3585, -1.4110, -1.4508], [4.5745, 2.9269, 3.1578], [3.2688, 2.8014, 2.4020], [3.6050, 1.9920, 1.2618], [4.7333, 0.9398, 1.6650], [4.1344, -0.3037, 1.9819], [5.7898, 1.0340, 0.7230], [5.1826, 1.6314, 3.0378], [5.2354, 3.6672, 2.7009], [4.4297, 3.1631, 4.2082], [2.8829, 3.7577, 2.0703], [2.5095, 2.2785, 2.9875], [4.5244, 3.5224, -2.2301], [4.4283, 4.8653, -2.9275], [3.6334, 5.6654, -2.0369], [3.9269, 5.2356, -0.5267], [4.8706, 6.1270, 0.0466], [2.6857, 4.9741, 0.1053], [4.6663, 3.8649, -0.8448], [3.6146, 2.9322, -2.3526], [5.3850, 2.9407, -2.5465], [3.9369, 4.8058, -3.8939], [5.4081, 5.3348, -3.0375]]}

=====

# 4
{"formula": "C3H7PS2", "method": "ωB97M-V with the def2-TZVPD basis set", "lumo_ha": -0.0088, "charge": 0, "relative_energy_ev": 2.3552, "elements": ["C", "C", "C", "P", "S", "S", "H", "H", "H", "H", "H", "H", "H"], "coordinates": [[-0.4680, 1.3925, -1.7436], [1.6686, -0.3213, 0.0558], [-0.8975, -0.3440, 0.9785], [0.4022, 0.8373, 0.6271], [-1.9929, 0.9128, -1.9828], [0.7652, 2.1127, -2.6577], [2.2520, 0.1967, -0.8570], [1.2214, -1.2383, -0.1539], [2.3961, -0.2686, 0.9443], [-1.6782, -0.0436, 0.2942], [-1.0382, -0.1302, 1.9797], [-0.4183, -1.3983, 0.8940], [0.5116, 2.2372, -4.0061]]}

=====

# 5
{"formula": "C21H22ClN5O4", "method": "ωB97M-V with the def2-TZVPD basis set", "lumo_ha": 0.0035, "smiles": "CC(=O)Nc1ccccc1NC(=O)C/C(C)=N/NC(=O)C(=O)Nc1cccc(Cl)c1C", "charge": 0, "relative_energy_ev": 0.0000, "elements": ["C", "C", "O", "N", "C", "C", "C", "C", "C", "C", "N", "C", "O", "C", "C", "C", "N", "N", "C", "O", "C", "O", "N", "C", "C", "C", "C", "C", "Cl", "C", "C", "H", "H", "H", "H", "H", "H", "H", "H", "H", "H", "H", "H", "H", "H", "H", "H", "H", "H", "H", "H", "H", "H"], "coordinates": [[-2.1457, 0.0974, -2.0292], [-2.2889, -1.0493, -1.0622], [-3.1353, -1.0396, -0.1797], [-1.3913, -2.0401, -1.2519], [-1.2206, -3.3151, -0.6585], [-0.7134, -4.2972, -1.5071], [-0.4579, -5.5783, -1.0623], [-0.7051, -5.8974, 0.2620], [-1.1996, -4.9375, 1.1207], [-1.4595, -3.6369, 0.6877], [-1.9345, -2.6674, 1.5678], [-1.8420, -2.6524, 2.9195], [-1.3556, -3.5153, 3.6114], [-2.4276, -1.3577, 3.5041], [-1.6978, -0.1650, 2.9571], [-2.5104, 0.8842, 2.2776], [-0.4382, -0.1638, 3.1296], [0.3713, 0.7991, 2.5902], [0.4976, 1.1378, 1.3045], [-0.2086, 0.7895, 0.3620], [1.7003, 2.0620, 1.0901], [2.4232, 2.3935, 2.0110], [1.7793, 2.4060, -0.2091], [2.6893, 3.2227, -0.8774], [3.7025, 3.8790, -0.1870], [4.5900, 4.6870, -0.8709], [4.4750, 4.8462, -2.2389], [3.4621, 4.1864, -2.9184], [3.3669, 4.4221, -4.6341], [2.5494, 3.3640, -2.2684], [1.4549, 2.6471, -3.0037], [-3.0936, 0.6227, -2.1058], [-1.8206, -0.2253, -3.0142], [-1.4087, 0.7778, -1.6063], [-0.7956, -1.9236, -2.0606], [-0.5167, -4.0416, -2.5398], [-0.0667, -6.3170, -1.7446], [-0.5096, -6.8931, 0.6285], [-1.3749, -5.1738, 2.1565], [-2.4337, -1.8988, 1.1091], [-2.3023, -1.4110, 4.5861], [-3.4885, -1.2974, 3.2616], [-2.7915, 0.5381, 1.2822], [-1.9560, 1.8146, 2.1754], [-3.4244, 1.0649, 2.8399], [1.1540, 1.0643, 3.1859], [1.0472, 1.9719, -0.7677], [3.7838, 3.7472, 0.8790], [5.3754, 5.1960, -0.3350], [5.1618, 5.4750, -2.7827], [1.5180, 2.8556, -4.0672], [0.4751, 2.9735, -2.6532], [1.5380, 1.5690, -2.8637]]}

=====

# 6
{"formula": "C4H2OPm", "method": "ωB97M-V with the def2-TZVPD basis set", "lumo_ha": [-0.4000, -0.3994], "multiplicity": 6, "charge": 2, "relative_energy_ev": 2.7620, "elements": ["C", "C", "H", "O", "C", "C", "H", "Pm"], "coordinates": [[-1.0459, -1.4184, -0.0160], [-0.2532, -0.8505, 0.8011], [0.4063, -1.6858, 1.2558], [-1.5344, 1.8342, 0.0366], [-0.6608, 1.3185, -0.5871], [0.1036, 0.0996, -0.3866], [0.5460, -0.2828, -1.3186], [2.4385, 0.9852, 0.2148]]}

=====

> Which value of charge does entry 6 give?

+2